Entry 1:
Molecular formula: C4H9NO
Method: DFT, ωB97M-V with the def2-TZVPD basis set

Multiplicity: 2
⟨S²⟩: 0.765
LUMO (spin up / spin down): -6.1 / -8.1 eV
HOMO level (spin up / spin down): -14.78 / -14.79 eV
Energy relative to the best compared isomer or geometry (same formula, charge and spin): 2.3539 eV
Total charge: +1
Total energy: -287.414274 Eh

Positions of all 15 atoms, in Å:
1 H -0.272058 -0.299832 -2.134783
2 H 1.219186 -1.194374 -1.696760
3 H 1.297014 0.385627 -2.489917
4 C 0.481096 1.314909 2.391777
5 H -3.000013 -2.145590 -1.888000
6 H 0.604231 2.203502 1.761274
7 C 1.089002 -0.166357 0.740037
8 H -3.031951 -0.745110 -1.280326
9 H -0.316817 1.066866 -0.246803
10 N 1.062423 0.224882 2.037641
11 C 0.753765 -0.207710 -1.746980
12 C 0.532293 0.400009 -0.405460
13 O -2.837915 -1.225762 -2.083385
14 H 1.681385 -1.066248 0.567881
15 H 0.152182 1.657895 3.371227

Forces on atoms 1 to 3 (eV/Å):
H 0.1 -0.2 -0.3
H 0.1 0.2 0.1
H 0.0 0.3 0.3

---

Entry 2:
Molecular formula: C30H39Cl2N7OSSi3W
Method: DFT, ωB97M-V with the def2-TZVPD basis set

LUMO (spin up / spin down): -1.5 / -1.5 eV
HOMO level (spin up / spin down): -6.81 / -6.77 eV
Energy relative to the best compared isomer or geometry (same formula, charge and spin): 28.8668 eV
Total charge: 0
Total energy: -3878.327605 Eh

Positions of all 84 atoms, in Å:
1 Cl 0.114609 3.610361 -3.726636
2 H -2.197895 -0.069977 -4.430548
3 C -3.569050 -2.084350 -2.511308
4 H -3.297014 0.955640 -3.502864
5 H -1.501302 0.339945 1.867538
6 C 4.814542 0.625589 4.033222
7 H -2.386564 0.938261 0.959458
8 Si -2.329957 -0.747418 -2.035421
9 N 1.434525 1.044730 1.485829
10 N 3.688185 0.958177 -1.628753
11 C -2.288550 2.118055 4.131874
12 H -3.257028 -2.583439 -3.432530
13 C 0.833520 -0.452517 -3.905766
14 H 2.474456 -2.217532 -1.069178
15 C -1.864739 2.621216 0.682590
16 H 4.856876 1.374579 4.816046
17 H -3.357502 -2.644077 0.629237
18 C -1.149216 -1.432926 2.677218
19 C 2.196271 -2.579481 -2.058254
20 H 0.632833 0.517595 -3.450880
21 H 0.112722 -4.410300 1.369683
22 C -2.656597 4.808138 -0.304795
23 C 0.378103 -3.845709 0.473520
24 H -3.802334 1.571420 2.604504
25 C -0.236986 -3.261200 -3.641074
26 H 0.189343 -0.558241 -4.780344
27 C 4.605686 0.750482 -2.537866
28 C 3.548776 -0.520820 2.342239
29 H 1.388672 -3.462602 0.603407
30 H -4.550617 -1.639728 -2.695121
31 H -0.516689 -0.828970 3.327824
32 O -0.752478 -1.251718 1.307383
33 C 3.629945 0.443351 3.332483
34 C -2.504821 -3.324235 0.641348
35 H -1.108935 -2.920457 -4.204492
36 C 5.860771 -1.099696 2.742484
37 Cl -1.590749 1.579943 1.657924
38 H -3.682040 -2.855307 -1.748829
39 H -3.019514 2.229175 4.919236
40 C 4.677737 -1.275941 2.040770
41 H 6.834369 -0.016385 4.321367
42 C 5.925498 -0.151399 3.751440
43 C -0.874811 2.320133 4.490265
44 N 1.477352 0.170595 -1.057262
45 Si 0.566200 -1.847812 -2.672794
46 C -2.331050 0.443935 -3.476308
47 H -2.194829 -1.156668 2.821148
48 C -0.942012 4.022004 -2.412467
49 H -0.565519 -4.069778 -2.980310
50 N 5.463283 0.614598 -3.301671
51 Si -0.888461 -2.519608 0.136183
52 H 0.396407 -4.541485 -0.369635
53 C 1.486322 1.506050 2.879809
54 H -3.178489 1.123820 -0.567901
55 H 2.566015 1.721856 4.547423
56 H -2.418497 -3.740611 1.647107
57 H 4.606970 -2.024142 1.261038
58 H -1.552160 1.198063 -3.387833
59 H -3.005587 6.550474 -1.487980
60 N -0.421018 1.879411 -1.298515
61 S 2.022907 -0.901122 1.536598
62 H 2.151534 -3.670465 -2.023157
63 C -2.736144 1.692564 2.749795
64 H -3.300131 5.086525 0.517953
65 H -1.508237 5.855358 -3.306607
66 H -2.738551 -4.155191 -0.029231
67 C -1.959331 3.603921 -0.246183
68 H 0.474042 -3.683593 -4.356226
69 H -3.066178 -0.402654 0.351747
70 N -0.499299 1.895739 2.414135
71 C -1.048645 3.111849 -1.345220
72 H 6.724979 -1.703060 2.500894
73 C -0.696727 -1.381206 -1.346435
74 W -0.306662 0.462514 -0.028670
75 C 2.549884 0.540417 -1.370619
76 C -2.486203 5.605166 -1.412602
77 H -1.019081 -2.477271 2.957852
78 H 1.868869 -0.444043 -4.258244
79 H 3.002380 -2.306593 -2.745210
80 N 2.512642 1.218992 3.675326
81 H -0.607034 2.538110 5.514930
82 C 0.216226 2.244942 3.379336
83 C -1.634352 5.210845 -2.447221
84 C -2.683888 0.155206 -0.507205

Forces on atoms 1 to 3 (eV/Å):
Cl -0.1 0.1 0.0
H 0.0 0.0 0.0
C 0.1 -0.1 -0.1